{"formula": "C4H3OYb", "method": "ωB97M-V/def2-TZVPD", "molar_mass_da": 240.1, "charge": 1, "e_tot_ha": -1387.63890, "orbital_gap_ev": [4.20, 4.20], "e_above_lowest_kcal_mol": 0.54, "e_homo_ev": [-9.82, -9.81], "e_lumo_ha": [-0.20657, -0.20633], "species": ["C", "C", "C", "Yb", "H", "C", "H", "H", "O"], "coordinates": [[-1.86400, 0.59552, -0.03241], [-0.05714, -0.35350, -0.06092], [-0.52925, 0.82145, -0.34730], [2.92050, 1.52039, 0.04731], [-2.57742, 0.36109, -0.82771], [1.07545, -1.10460, 0.12215], [1.04025, -2.18990, -0.05167], [-2.25915, 0.92606, 0.93266], [2.25076, -0.57651, 0.21790]]}

---

{"formula": "C4H4", "method": "ωB97M-V/def2-TZVPD", "molar_mass_da": 52.1, "e_tot_ha": -154.59973, "orbital_gap_ev": [9.30, 9.30], "e_above_lowest_kcal_mol": 75.77, "e_homo_ev": [-8.41, -8.41], "e_lumo_ha": [0.03277, 0.03277], "species": ["C", "H", "C", "H", "H", "H", "C", "C"], "coordinates": [[0.58060, -0.73763, 0.40616], [-0.76001, 1.36598, -1.67152], [-0.28512, 0.68746, -0.99805], [0.64092, -1.67604, -0.13400], [0.99512, -0.81717, 1.40700], [-1.47099, 0.68436, 1.26582], [0.94603, 0.46599, -0.45390], [-0.64654, 0.02706, 0.17849]]}

---

{"formula": "C4H4", "method": "ωB97M-V/def2-TZVPD", "molar_mass_da": 52.1, "e_tot_ha": -154.56888, "orbital_gap_ev": 11.28, "e_above_lowest_kcal_mol": 95.13, "e_homo_ev": -10.32, "e_lumo_ha": 0.03519, "species": ["C", "C", "H", "H", "H", "C", "H", "C"], "coordinates": [[-1.27121, 1.25218, 0.04435], [0.99882, -1.21163, 0.53657], [-0.38380, 0.82772, 0.10772], [1.26911, -2.29179, -0.03205], [3.01526, -1.19262, -0.59658], [2.06200, -1.39826, -0.11163], [-3.30326, 2.29446, 0.02629], [-2.38692, 1.71995, 0.02532]]}

---

{"formula": "C4H41ClNO19", "method": "ωB97M-V/def2-TZVPD", "molar_mass_da": 442.8, "charge": -1, "e_tot_ha": -2121.52314, "orbital_gap_ev": 5.23, "e_homo_ev": -3.71, "e_lumo_ha": 0.05600, "species": ["C", "C", "O", "H", "H", "H", "H", "O", "H", "H", "H", "Cl", "H", "H", "O", "N", "H", "O", "H", "H", "H", "H", "H", "O", "H", "O", "H", "H", "H", "H", "H", "C", "O", "H", "H", "H", "O", "H", "O", "H", "H", "O", "O", "O", "H", "H", "H", "O", "H", "H", "H", "H", "O", "H", "H", "O", "H", "C", "O", "O", "O", "H", "H", "O", "H", "H"], "coordinates": [[-0.72156, 2.66952, 0.47512], [-3.51130, -0.44446, 1.87779], [-2.87603, 3.66949, -5.24334], [-1.20649, -3.91537, -2.82483], [4.17758, 3.89021, 3.05134], [-4.81295, 1.55311, 0.08418], [5.74570, -0.04435, -0.94505], [0.09000, -6.89910, 1.26685], [-1.64315, 0.80121, -1.13039], [-3.71289, -1.49681, 2.02367], [-1.91634, 3.74232, -5.25322], [1.06138, 2.45795, 0.86902], [-1.75536, 2.00019, 2.14894], [6.47081, -1.24233, -0.34931], [6.00737, -0.43376, -0.10073], [-2.64946, 1.25586, 0.32020], [3.74659, 5.40377, 1.44523], [3.71215, 4.67809, 0.81424], [1.52782, -0.78449, 0.26364], [-3.58513, 3.15191, -1.18554], [-3.24601, -5.59954, 5.15951], [-2.77224, -0.64521, -2.57557], [-4.03877, -2.10459, 5.02109], [-4.53538, -2.39144, 4.24720], [-3.19156, -0.72432, -0.15818], [-1.71437, -3.13967, -2.56656], [8.73704, 1.67960, 0.79723], [0.89222, 4.15433, -2.98028], [2.65467, 0.97234, -0.03042], [-0.40701, -6.83081, -1.99007], [2.87108, 4.24656, 1.01331], [-1.52360, 1.61714, 1.13965], [3.24546, 0.29835, -0.39343], [7.76036, 0.57443, 0.45947], [-2.73207, 3.33742, -2.40112], [-3.07263, 3.48240, -4.31790], [-0.06677, 4.11829, -2.94311], [3.83100, 0.06007, 0.33479], [-0.91425, -6.06826, -1.69407], [-0.48022, -0.21103, -0.88613], [-2.48396, -3.49371, -2.11210], [-3.65557, 3.36824, -2.12821], [-1.01900, 0.17722, -1.58848], [8.63656, 0.92053, 0.21611], [-5.45883, -2.29453, 4.49859], [8.72129, -1.06980, -2.53853], [4.20890, 4.70298, 4.35113], [-3.68348, -4.81948, 5.51047], [-0.10159, -6.39504, 0.46734], [-2.90024, -1.43997, -3.84991], [-3.59280, 0.21549, 2.73313], [-5.70211, 1.76209, -1.12671], [-3.41096, -0.87455, -3.26537], [0.58259, -7.66695, 0.96577], [0.50729, -1.73617, 0.91443], [0.86983, -0.84634, 0.97226], [-0.85988, 0.76263, 1.30261], [-3.11913, -0.00007, 0.65954], [3.62222, 4.39821, 3.65356], [7.86069, -0.94643, -2.12989], [-5.62845, 1.99910, -0.19759], [8.01963, -0.32874, -1.40380], [-1.68537, -6.44148, -1.25276], [-1.03915, 3.56468, -0.21497], [-3.86959, -4.26211, 4.73930], [-0.26457, 3.90521, -2.01913]]}

---

{"formula": "C4H46B9O2PbZr", "method": "ωB97M-V/def2-TZVPD", "molar_mass_da": 522.1, "charge": -2, "e_tot_ha": -793.03719, "orbital_gap_ev": [6.77, 4.61], "s_squared": 0.7540, "e_homo_ev": [-2.66, -2.59], "e_lumo_ha": [0.15120, 0.07428], "multiplicity": 2, "species": ["H", "H", "H", "H", "H", "B", "O", "H", "H", "C", "B", "H", "H", "H", "H", "Pb", "H", "H", "H", "H", "C", "H", "H", "H", "H", "H", "B", "H", "B", "H", "H", "H", "H", "H", "H", "H", "H", "H", "O", "Zr", "H", "B", "B", "H", "H", "C", "H", "H", "B", "H", "H", "B", "H", "H", "H", "H", "H", "H", "H", "C", "B", "H", "H"], "coordinates": [[2.98946, -0.50274, -0.31191], [2.78911, 2.49616, -3.22296], [0.65473, -5.13960, 0.96000], [1.05153, -2.78876, -2.92652], [-3.05906, 3.11196, -2.03789], [3.03912, -0.32091, 0.75050], [1.55626, -3.59946, 1.77006], [1.47632, 4.37455, -0.64796], [-4.15768, -0.83318, 0.73918], [1.67623, -4.80521, 1.14120], [-2.46302, 3.73878, -1.39285], [-0.13465, 0.85821, -3.69699], [2.20475, -5.57677, 1.70109], [1.56280, 0.54198, 3.42008], [-1.06627, -0.07826, -2.48211], [0.69573, -1.39973, 0.48466], [-1.26293, -2.75918, 0.45972], [-1.88140, 3.11572, -0.73122], [-1.72566, 0.33408, -3.99164], [-2.92664, -2.49869, 1.07119], [0.56535, 0.10349, 3.38972], [-0.08719, 0.89451, 0.66092], [2.14861, -4.68918, 0.16576], [0.46601, 2.08661, -0.54442], [2.21981, 0.28499, 1.10527], [0.60595, -2.24771, 4.62442], [0.46582, 4.75246, -0.62988], [-1.48290, 1.64833, -2.83477], [-0.07538, 1.16733, -0.38296], [-2.00557, -1.25527, 0.19129], [-3.83015, -0.61580, -0.95601], [0.37524, 0.38898, -0.97908], [2.24954, 2.50100, -1.54045], [1.20314, 1.88548, -2.70166], [1.40048, -1.45667, -1.70511], [-1.52181, -1.72630, 1.83675], [0.27247, 5.70081, -0.15292], [3.99355, 0.07448, 1.06192], [0.57939, -1.15820, 2.79401], [-0.29826, 2.96581, -2.01675], [-5.28935, -0.02004, -0.28731], [-1.95404, -2.06142, 0.90663], [0.87963, -2.37014, -1.94701], [-3.17880, 4.36941, -0.88867], [-1.72658, 4.38405, -1.84621], [1.03117, -3.63620, 3.07203], [1.61703, -4.33791, 3.66573], [-0.02349, -3.90664, 3.02060], [-4.23677, -0.13509, -0.07976], [0.21306, 0.01126, 4.41709], [2.04098, -1.82048, 3.94362], [-1.08746, 0.71740, -3.21061], [0.15112, 4.91047, -1.64980], [2.95453, -1.33874, 1.09851], [1.56876, 3.64596, -2.75408], [-0.16070, -2.08709, -1.90405], [-0.14283, 0.83933, 3.00878], [1.01348, -3.15835, -1.22240], [-1.06496, 1.28776, -0.79583], [1.07903, -2.23531, 3.64251], [1.94838, 2.65376, -2.56524], [-0.16607, 3.94659, -0.29000], [-3.72911, 0.76736, 0.22371]]}

---

{"formula": "C4H4AgMgO5", "method": "ωB97M-V/def2-TZVPD", "molar_mass_da": 264.2, "charge": 1, "e_tot_ha": -877.59807, "orbital_gap_ev": [4.25, 4.24], "e_homo_ev": [-10.38, -10.35], "e_lumo_ha": [-0.22504, -0.22441], "species": ["H", "O", "C", "C", "Ag", "O", "H", "Mg", "O", "H", "O", "C", "C", "O", "H"], "coordinates": [[-0.15849, 0.78697, 1.75255], [0.36765, -2.43032, -1.20540], [0.61319, 0.79350, 0.97154], [1.44837, -1.91097, -1.50821], [-4.21223, 1.28189, -1.96184], [1.98202, -0.93966, -0.87330], [1.31800, 1.56932, 1.29722], [-1.26920, -1.98863, -0.14521], [-1.62288, 2.40565, -1.08926], [1.57531, -1.60459, 1.13486], [0.05782, 1.30273, -0.26304], [1.26509, -0.57560, 0.89225], [-1.25898, 1.34369, -0.49942], [-2.02218, 0.38156, -0.27800], [1.91650, -0.41555, 1.77525]]}

---

{"formula": "C4H4BO10Rb", "method": "ωB97M-V/def2-TZVPD", "molar_mass_da": 308.3, "e_tot_ha": -956.34746, "orbital_gap_ev": 8.35, "e_above_lowest_kcal_mol": 25.24, "e_homo_ev": -9.55, "e_lumo_ha": -0.04392, "species": ["H", "O", "H", "H", "O", "H", "Rb", "O", "C", "O", "C", "C", "C", "O", "O", "O", "O", "B", "O", "O"], "coordinates": [[2.63434, 27.18188, 5.15897], [-5.96048, 27.08402, 3.87872], [0.85428, 26.63703, 2.99386], [1.39805, 26.46906, 5.48852], [-6.08656, 26.84691, 7.28057], [0.28451, 27.78307, 2.08612], [0.05696, 29.05528, 5.02045], [-4.58313, 26.82206, 5.73184], [-5.75156, 26.89110, 6.09622], [-3.63251, 28.03047, 3.84733], [-2.74388, 27.54998, 3.13733], [-6.57329, 26.97028, 4.96513], [-2.96537, 26.16962, 3.02344], [-2.12386, 25.31585, 2.68444], [1.92920, 27.19126, 5.78943], [-3.94622, 25.79576, 3.70001], [-7.74767, 26.58362, 5.12139], [-4.56251, 26.95269, 4.26417], [-1.63728, 28.10625, 2.99114], [1.00355, 27.51609, 2.62602]]}

---

{"formula": "C4H4BaO12", "method": "ωB97M-V/def2-TZVPD", "molar_mass_da": 381.4, "charge": -2, "e_tot_ha": -1083.59568, "orbital_gap_ev": 8.23, "e_above_lowest_kcal_mol": 0.00, "e_homo_ev": -3.21, "e_lumo_ha": 0.18459, "species": ["O", "O", "O", "C", "Ba", "O", "H", "O", "C", "O", "O", "C", "O", "H", "C", "O", "O", "H", "O", "H", "O"], "coordinates": [[19.72494, 14.01573, -1.92710], [24.78723, 14.24569, -2.98915], [20.90660, 13.97538, -3.81713], [21.14644, 18.19442, -3.34272], [22.22974, 15.46088, -1.76951], [18.78104, 13.23002, -3.81596], [26.57556, 13.06799, -2.61730], [23.24873, 17.08988, 0.24149], [22.39993, 16.66970, 1.04594], [26.13854, 12.90996, -1.77647], [20.74297, 19.05756, -4.35562], [24.93940, 13.60396, -1.92059], [24.13444, 13.55290, -0.97784], [19.94037, 19.42732, -3.97608], [19.88455, 13.77691, -3.15269], [21.66374, 15.65569, 0.84312], [22.20308, 17.55022, -3.48774], [18.10615, 13.21023, -3.13362], [20.36578, 18.12826, -2.36675], [21.62292, 16.81990, 2.73174], [22.23966, 17.36118, 2.22331]]}

---

{"formula": "C4H4BaO2S", "method": "ωB97M-V/def2-TZVPD", "molar_mass_da": 253.5, "charge": 2, "e_tot_ha": -728.14975, "orbital_gap_ev": 8.18, "e_above_lowest_kcal_mol": 0.00, "e_homo_ev": -17.73, "e_lumo_ha": -0.35085, "species": ["H", "H", "C", "O", "H", "C", "H", "S", "C", "Ba", "O", "C"], "coordinates": [[0.68677, 2.96623, -0.84056], [-0.99760, -0.86861, -1.07034], [1.80455, -0.69238, 0.32098], [2.71970, -0.41109, 1.00667], [-2.11685, -0.06000, 0.15934], [-0.03298, 2.18091, -0.76279], [-0.06279, -0.00830, 2.24104], [0.02436, -0.83955, 1.16353], [-1.04760, -0.16059, -0.19539], [-2.13003, -2.30369, -0.58918], [1.68192, -0.92457, -0.86143], [-0.52945, 1.12163, -0.57188]]}

---

{"formula": "C4H4Br2ClN", "method": "ωB97M-V/def2-TZVPD", "molar_mass_da": 261.3, "e_tot_ha": -5817.73191, "orbital_gap_ev": 10.13, "smiles": "Cl[C@H]1C=NCC1(Br)Br", "e_above_lowest_kcal_mol": 31.10, "e_homo_ev": -9.78, "e_lumo_ha": 0.01286, "species": ["H", "C", "H", "C", "H", "N", "Br", "C", "C", "Cl", "Br", "H"], "coordinates": [[-0.16758, 0.84181, -1.58596], [0.94230, -0.18852, -0.15043], [-0.10961, -1.01852, -2.13899], [0.27215, 0.44109, 1.00734], [0.61967, 0.12129, 1.98160], [-1.52369, -0.38813, -0.47959], [1.27372, -2.06847, 0.28513], [-1.40468, -0.18055, 0.72380], [-0.25295, -0.19168, -1.22797], [-0.04300, 2.22135, 0.87806], [2.50917, 0.75987, -0.80434], [-2.11550, -0.34953, 1.51137]]}

---

{"formula": "C4H4Br2N2O", "method": "ωB97M-V/def2-TZVPD", "molar_mass_da": 255.9, "e_tot_ha": -5487.31447, "orbital_gap_ev": [5.26, 6.46], "s_squared": 2.0130, "e_above_lowest_kcal_mol": 84.29, "e_homo_ev": [-5.74, -10.07], "e_lumo_ha": [-0.01779, -0.13259], "multiplicity": 3, "species": ["C", "H", "C", "H", "N", "C", "C", "Br", "H", "N", "O", "Br", "H"], "coordinates": [[1.50858, -0.13154, -1.61805], [-2.20009, -0.87840, 1.31926], [-1.45480, 0.39843, -0.12820], [-0.45610, -1.23423, 0.98957], [-0.74650, 0.54957, -1.15996], [-1.21814, -0.40263, 1.05214], [1.63288, 0.10484, -0.18671], [1.73000, 2.06259, 0.25635], [-1.06475, 0.24398, 1.92302], [0.42633, -0.15507, -0.89550], [1.91250, -0.43186, -2.67321], [2.24082, -1.24145, 1.13210], [-2.31072, 1.11577, -0.01081]]}

---

{"formula": "C4H4BrNO", "method": "ωB97M-V/def2-TZVPD", "molar_mass_da": 162.0, "e_tot_ha": -2858.74700, "orbital_gap_ev": 10.31, "smiles": "Cc1nocc1Br", "e_above_lowest_kcal_mol": 45.28, "e_homo_ev": -9.57, "e_lumo_ha": 0.02718, "species": ["Br", "H", "H", "C", "O", "C", "C", "H", "H", "N", "C"], "coordinates": [[2.55480, 0.81901, 0.07111], [1.74516, -2.49099, 0.08842], [-1.52294, 1.38467, 0.82969], [-0.31842, 0.11984, -0.04583], [-0.26659, -2.01710, -0.01232], [-1.07543, 1.36942, -0.08433], [1.15937, -0.31945, 0.04839], [-1.82476, 1.54337, -0.86276], [-0.45471, 2.18090, -0.00671], [-1.01690, -0.94499, -0.03052], [1.02043, -1.64469, 0.00486]]}

---

What did the third record say?
{"formula": "C4H4", "method": "ωB97M-V/def2-TZVPD", "molar_mass_da": 52.1, "e_tot_ha": -154.56888, "orbital_gap_ev": 11.28, "e_above_lowest_kcal_mol": 95.13, "e_homo_ev": -10.32, "e_lumo_ha": 0.03519, "species": ["C", "C", "H", "H", "H", "C", "H", "C"], "coordinates": [[-1.27121, 1.25218, 0.04435], [0.99882, -1.21163, 0.53657], [-0.38380, 0.82772, 0.10772], [1.26911, -2.29179, -0.03205], [3.01526, -1.19262, -0.59658], [2.06200, -1.39826, -0.11163], [-3.30326, 2.29446, 0.02629], [-2.38692, 1.71995, 0.02532]]}

---

Which formula does entry 5 have? C4H46B9O2PbZr